Entry 1:
C3H2N4O2PS2 | the ωB97M-V functional and the def2-TZVPD basis

Summary:
* LUMO energy: 2.9 eV
* energy above the lowest of the compared OMol25 structures with the same formula, charge and spin: 0.0 kJ/mol
* HOMO: -5.10 eV
* orbital gap: 8.0 eV
* electronic energy: -1622.853504 hartree
* SMILES: [O-][P@@](O)(S)=C1N=C2N=NN=C2S1
* total charge: -1

Geometry as XYZ:
```
14
Properties=species:S:1:pos:R:3:forces:R:3
C 1.3125 0.8689 0.3542 1.32 -1.61 -0.12
C 2.0755 -0.3331 0.1818 -0.79 0.93 0.16
C -0.3378 -0.5358 0.1566 0.81 -0.58 -2.00
N -0.0139 0.7267 0.2839 -0.59 0.33 0.12
N 2.2024 1.8644 0.4710 -0.52 0.73 0.03
N 3.3587 -0.0082 0.2088 0.17 -1.02 -0.11
N 3.3808 1.3133 0.3653 0.70 0.76 0.24
O -2.1287 -1.9211 -1.6390 0.23 -0.44 -0.15
O -2.2878 0.5863 -1.3077 0.01 -0.28 -0.15
P -1.9216 -0.8412 -0.6806 -0.59 0.47 0.37
S -3.0187 -0.9110 1.1133 -0.19 -0.15 -0.30
S 1.0235 -1.6726 -0.0230 -0.24 0.49 0.13
H -1.7736 -0.4229 1.3017 -0.56 0.21 1.68
H -1.8713 1.2862 -0.7864 0.24 0.18 0.10
```
Positions in Å, forces in eV/Å.

Here are the Mulliken charges for atoms 1 to 2, given in e: 0.24, 0.70



Entry 2:
C3H2N4O6 | the ωB97M-V functional and the def2-TZVPD basis

Summary:
* LUMO energy (spin up / spin down): -1.0 / -3.9 eV
* multiplicity: 3
* energy above the lowest of the compared OMol25 structures with the same formula, charge and spin: 116.7 kJ/mol
* HOMO (spin up / spin down): -8.38 / -11.14 eV
* orbital gap (spin up / spin down): 7.4 / 7.3 eV
* electronic energy: -785.610572 hartree

Geometry as XYZ:
```
15
Properties=species:S:1:pos:R:3:forces:R:3
C -1.5538 -1.0561 -0.5719 -0.37 -1.15 0.72
C 0.7884 -0.1706 0.2021 0.68 -1.24 -1.34
C -2.3871 0.0699 -0.2711 -1.36 -5.89 -0.62
N -0.2047 -1.0398 -0.2283 0.35 -1.20 0.06
N 0.6646 1.1881 -0.1550 -0.89 -0.95 0.80
N -1.8708 1.2499 -0.1795 5.65 4.79 -0.33
N -3.7694 -0.1750 0.2296 2.46 0.34 -0.93
O -1.9991 -2.1338 -0.9428 -0.49 0.52 -0.10
O 1.8057 -0.6673 0.6341 -0.46 1.17 0.44
O -2.3400 2.2388 0.3153 -2.26 2.47 1.90
O -0.5004 1.5791 -0.7918 -1.01 -0.99 -0.92
O -4.6275 0.1732 -0.5128 -1.61 0.19 -0.13
O -3.7796 -0.6963 1.3094 -0.78 -0.17 0.36
H 0.0778 -2.0489 -0.1484 0.01 1.52 -0.16
H 0.9035 1.7810 0.6209 0.05 0.58 0.24
```
Positions in Å, forces in eV/Å.

Here are the Mulliken charges for atoms 1 to 2, given in e: 0.48, 0.43



Entry 3:
C3H2NO2P | the ωB97M-V functional and the def2-TZVPD basis

Summary:
* LUMO energy: -1.1 eV
* energy above the lowest of the compared OMol25 structures with the same formula, charge and spin: 165.2 kJ/mol
* HOMO: -9.50 eV
* orbital gap: 8.4 eV
* electronic energy: -662.024358 hartree
* SMILES: C#C/N=P\OC=O

Geometry as XYZ:
```
9
Properties=species:S:1:pos:R:3:forces:R:3
C -0.9446 1.9470 -0.1234 -1.22 -1.10 0.57
C -1.1910 -1.5962 -0.2064 1.12 -0.14 0.18
C 0.2353 1.9041 -0.2274 4.88 -0.01 -1.71
N -2.2081 1.6925 0.0589 -2.71 -0.74 -0.14
O -1.1114 -1.8736 -1.3595 0.07 -0.02 0.20
O -2.1846 -0.8888 0.3409 -1.19 0.41 0.50
P -3.1521 0.4420 0.1563 1.72 1.28 0.03
H -0.4760 -1.8573 0.6189 -0.33 -0.12 -0.80
H 1.3084 1.8154 -0.6170 -2.35 0.44 1.18
```
Positions in Å, forces in eV/Å.

Here are the Mulliken charges for atoms 1 to 2, given in e: 0.44, 0.24



Entry 4:
C3H2NO2P | the ωB97M-V functional and the def2-TZVPD basis

Summary:
* LUMO energy (spin up / spin down): -0.3 / -0.3 eV
* energy above the lowest of the compared OMol25 structures with the same formula, charge and spin: 190.8 kJ/mol
* HOMO (spin up / spin down): -10.01 / -10.01 eV
* orbital gap (spin up / spin down): 9.7 / 9.7 eV
* electronic energy: -662.014593 hartree

Geometry as XYZ:
```
9
Properties=species:S:1:pos:R:3:forces:R:3
C 0.3401 -1.1206 -0.0539 0.26 0.06 0.98
C 0.7445 -0.0955 0.9236 -1.85 0.10 -2.01
C 0.3441 -0.8470 -1.3315 -0.69 0.79 -4.01
N -2.1465 1.8370 -0.3700 -0.50 -0.33 -0.48
O 0.3120 -0.6747 -2.4887 0.31 -0.30 2.69
O 0.5598 1.1056 0.7433 1.75 -1.20 0.41
P -1.2475 2.4459 0.6155 -0.40 0.85 0.32
H -0.0106 -2.1336 0.1453 0.43 0.22 0.44
H 1.1041 -0.5171 1.8164 0.69 -0.20 1.66
```
Positions in Å, forces in eV/Å.

Here are the Mulliken charges for atoms 1 to 2, given in e: -0.57, 0.04



Entry 5:
C3H2NO2S | the ωB97M-V functional and the def2-TZVPD basis

Summary:
* LUMO energy: 3.6 eV
* energy above the lowest of the compared OMol25 structures with the same formula, charge and spin: 121.0 kJ/mol
* HOMO: -4.15 eV
* orbital gap: 7.8 eV
* electronic energy: -718.961992 hartree
* total charge: -1

Geometry as XYZ:
```
9
Properties=species:S:1:pos:R:3:forces:R:3
C -0.3064 1.0323 1.1862 -0.29 -2.53 -3.45
C 0.8536 -0.4740 0.0045 0.92 0.07 -0.04
C -0.2757 -0.5329 -1.0263 -0.27 -2.64 -0.38
N 0.8141 0.4337 1.0415 1.44 -0.70 0.20
O -0.0557 -0.1161 -2.1447 0.46 1.50 -1.57
O 1.8158 -1.2019 -0.1797 -0.53 0.04 0.08
S -1.6378 0.8583 0.1811 -1.16 0.12 -0.15
H -0.3805 1.5458 2.0170 -0.57 3.16 4.08
H -0.8275 -1.5453 -1.0796 -0.01 0.99 1.23
```
Positions in Å, forces in eV/Å.

Here are the Mulliken charges for atoms 1 to 2, given in e: -0.07, 0.53



Entry 6:
C3H2NO2S | the ωB97M-V functional and the def2-TZVPD basis

Summary:
* LUMO energy: 2.8 eV
* energy above the lowest of the compared OMol25 structures with the same formula, charge and spin: 322.8 kJ/mol
* HOMO: -1.10 eV
* orbital gap: 3.9 eV
* electronic energy: -718.885128 hartree
* total charge: -1

Geometry as XYZ:
```
9
Properties=species:S:1:pos:R:3:forces:R:3
C 0.8767 -0.8995 0.1112 2.05 1.61 1.19
C -1.7438 1.9539 -0.2282 -1.66 0.01 -0.04
C 1.0906 -1.5488 -1.0478 -0.72 -0.26 -0.79
N 0.0572 -1.1015 1.1415 -1.75 -2.01 -0.17
O -2.7297 1.4313 -0.5366 0.92 -0.18 -0.02
O 1.4869 -2.4480 -1.7670 0.17 0.57 0.58
S -0.6057 2.8953 0.2508 0.79 0.04 0.08
H 1.4744 0.0335 0.3407 0.17 -0.84 -1.54
H 0.0934 -0.3163 1.7354 0.04 1.05 0.70
```
Positions in Å, forces in eV/Å.

Here are the Mulliken charges for atoms 1 to 2, given in e: -0.08, 0.61



Entry 7:
C3H2NO3S2 | the ωB97M-V functional and the def2-TZVPD basis

Summary:
* LUMO energy: 3.5 eV
* energy above the lowest of the compared OMol25 structures with the same formula, charge and spin: 133.0 kJ/mol
* HOMO: -4.02 eV
* orbital gap: 7.6 eV
* electronic energy: -1192.404189 hartree
* total charge: -1

Geometry as XYZ:
```
11
Properties=species:S:1:pos:R:3:forces:R:3
C 2.1253 -0.7688 1.2891 0.43 0.98 1.42
C 0.0526 0.4897 1.5625 -1.34 1.23 -2.52
C -0.2071 1.0582 0.3337 3.22 0.02 1.06
N 1.2270 -0.1665 1.7445 -1.15 0.46 0.42
O 3.2087 -1.1628 1.2072 2.15 -1.79 -1.35
O -0.1884 -2.4222 2.4315 -0.63 -0.10 0.20
O -1.7263 -1.7620 0.6592 -0.07 0.15 1.60
S -1.1116 0.4327 2.8334 -0.19 0.05 0.19
S -1.5133 -1.8576 2.1318 0.40 -0.71 -1.60
H -0.9956 1.7318 0.2271 -1.52 0.53 -0.19
H 0.6809 1.2789 -0.3511 -1.29 -0.82 0.77
```
Positions in Å, forces in eV/Å.

Here are the Mulliken charges for atoms 1 to 2, given in e: 0.47, 0.58



Entry 8:
C3H2NOS2 | the ωB97M-V functional and the def2-TZVPD basis

Summary:
* LUMO energy: 3.5 eV
* energy above the lowest of the compared OMol25 structures with the same formula, charge and spin: 160.7 kJ/mol
* HOMO: -4.16 eV
* orbital gap: 7.6 eV
* electronic energy: -1041.923424 hartree
* SMILES: [O-]/C(C=S)=N/C=S
* total charge: -1

Geometry as XYZ:
```
9
Properties=species:S:1:pos:R:3:forces:R:3
C 1.2997 0.0188 -0.7500 1.81 -0.35 -0.62
C -0.6499 0.9002 0.0936 -0.30 -0.81 0.56
C -1.0130 -0.4722 0.6475 0.26 -0.34 1.08
N 0.3464 0.8723 -0.8214 -0.62 1.36 -0.61
O -1.2664 1.8816 0.4733 0.17 -0.16 -0.17
S -1.8341 -1.5989 -0.2018 0.10 0.45 0.51
S 1.7370 -1.0700 0.4693 0.11 -0.03 -0.06
H 2.0087 0.0888 -1.6189 -0.61 -0.24 0.63
H -0.6284 -0.6206 1.7084 -0.94 0.11 -1.32
```
Positions in Å, forces in eV/Å.

Here are the Mulliken charges for atoms 1 to 2, given in e: -0.06, 0.68